This record from the OMol25 dataset describes a structure of composition C24H12ClF21NO7Pd. The level of theory is the ωB97M-V functional and the def2-TZVPD basis.

XYZ file:
```
67
C24H12ClF21NO7Pd, DFT the ωB97M-V functional and the def2-TZVPD basis
Pd 0.61949 -0.01368 -1.80030
C 3.65581 2.02553 4.18361
C 2.71288 1.45832 3.16608
C 1.33426 1.47447 3.36373
C 0.48928 1.02701 2.38274
C 0.96803 0.52973 1.13624
N 0.10362 0.22961 0.15518
C -1.29818 0.14849 0.35260
C -1.80871 -0.53790 1.54581
C -3.06425 -0.32495 1.95161
C -3.87858 0.74489 1.40334
C -5.20034 1.01753 2.06170
C -3.42724 1.51812 0.40057
C -2.19688 1.19873 -0.33728
C -1.54134 2.20264 -1.32815
O -0.49316 1.72152 -2.02994
C -2.58853 2.66578 -2.39877
F -3.77526 3.09521 -1.91243
F -2.09450 3.67752 -3.12483
F -2.86261 1.65886 -3.22399
C -1.07673 3.46025 -0.53025
F -2.10681 4.26821 -0.18974
F -0.48129 3.10310 0.62655
F -0.20152 4.19423 -1.20713
C 2.39318 0.46457 0.95049
C 3.19911 0.94253 1.96480
C 3.06294 -0.10234 -0.32606
O 2.26795 -0.88066 -1.10467
C 4.21577 -1.09048 0.07393
F 3.77972 -1.94477 1.00682
F 4.62052 -1.79776 -0.97608
F 5.32313 -0.49524 0.57752
C 3.64741 1.10214 -1.12938
F 2.67402 1.98870 -1.38824
F 4.16803 0.70402 -2.28724
F 4.61058 1.77870 -0.46771
H 3.21661 2.01670 5.18096
H 3.89976 3.06220 3.93773
H 4.59246 1.46884 4.21037
H 0.92230 1.86411 4.28679
H -0.57501 1.11710 2.53391
H -1.14868 -1.23792 2.03937
H -3.45851 -0.88745 2.78989
H -5.10385 1.03786 3.14935
H -5.91758 0.23059 1.81623
H -5.61880 1.96704 1.73102
H -3.97153 2.40994 0.13297
H 4.26941 0.92438 1.82662
O -3.13956 -1.12900 -3.75260
Cl -1.72656 -0.92987 -4.09484
O -1.47965 -0.13722 -5.30245
O 1.17703 0.08919 -3.55089
O -2.04873 -0.12228 -0.80487
F -1.31800 -5.32934 -1.80355
C -1.32617 -3.98616 -1.76010
F -2.36510 -3.63342 -0.99627
F -1.58102 -3.56335 -3.00793
C -0.01004 -3.30886 -1.22589
O -0.22064 -1.99748 -1.05894
C 0.31531 -3.91874 0.18124
F 0.37468 -5.26566 0.19153
F 1.47275 -3.46853 0.66675
F -0.63268 -3.56508 1.06759
C 1.14813 -3.64899 -2.23172
F 1.09340 -2.81363 -3.27313
F 1.04759 -4.90345 -2.72533
F 2.36288 -3.55416 -1.69493
```

For the gap between HOMO and LUMO (spin up / spin down), the calculation gives 8.44 / 6.46 eV. As for the expectation value of S²: 6.06. As for the molar mass: 967.191 g mol⁻¹. For the total energy, the calculation gives -4188.267423 Ha. Its net charge is -1. Its multiplicity is 5. Its LUMO energy (spin up / spin down) is 2.154 / -0.040 eV. As for the energy above the lowest of the compared OMol25 structures with the same formula, charge and spin: 0.789 eV. The largest force on an atom is 0.965 eV Å⁻¹.